Density functional theory data (ωB97M-V/def2-TZVPD) for C24H22BiBr2N11O2S as an isolated structure in a non-equilibrium geometry.

Last column: Löwdin charge in e.
Geometry (Å):
Bi -0.046 -0.918 -0.210  1.739
N 0.249 -1.444 4.302  0.094
C 0.345 -0.906 3.072  -0.857
S 1.262 -1.776 1.898  0.578
N -0.241 0.329 2.964  -0.003
N -0.249 0.711 1.660  -0.164
C -0.143 2.007 1.428  -0.190
C -0.303 3.081 2.420  -0.191
C 0.915 3.692 2.767  -0.032
C 1.012 4.485 3.897  -0.060
C -0.083 4.689 4.714  -0.054
C -1.298 4.066 4.405  -0.059
C -1.445 3.314 3.241  -0.015
C 0.343 2.367 0.102  -0.191
C 0.402 3.742 -0.378  0.047
C 1.138 4.052 -1.512  -0.038
C 1.652 3.042 -2.267  -0.032
C 1.553 1.710 -1.836  -0.121
N 0.924 1.404 -0.685  -0.032
H 0.659 -2.317 4.556  0.094
H -0.214 -0.901 5.038  0.131
H 1.826 3.550 2.196  0.124
H 1.970 4.905 4.159  0.114
H -0.044 5.280 5.627  0.118
H -2.152 4.220 5.087  0.121
H -2.390 2.859 2.983  0.107
H -0.062 4.511 0.256  0.132
H 1.301 5.072 -1.845  0.130
H 2.229 3.238 -3.236  0.152
H 1.998 0.887 -2.388  0.105
N -2.247 -1.378 1.404  -0.017
N -3.484 -1.267 0.835  0.023
C -3.575 -0.480 -0.219  -0.387
N -4.815 -0.258 -0.771  0.213
N -2.411 -0.068 -0.694  -0.010
N -2.282 0.617 -1.862  -0.360
O -3.254 1.289 -2.338  0.061
O -1.147 0.580 -2.399  -0.026
H -2.184 -2.132 2.090  0.129
H -1.921 -0.516 1.837  0.050
H -4.252 -1.785 1.259  0.189
H -5.579 -0.236 -0.148  0.109
H -4.720 0.556 -1.395  0.099
Br 6.037 -3.274 -2.893  0.884
C 4.384 -2.697 -2.265  -0.649
C 4.430 -1.608 -1.355  -0.084
C 3.249 -1.083 -0.961  -0.155
N 2.034 -1.539 -1.397  -0.067
C 1.982 -2.654 -2.183  -0.188
C 3.170 -3.231 -2.664  -0.024
C 0.690 -3.171 -2.667  -0.242
C 0.661 -3.963 -3.785  -0.048
C -0.449 -4.771 -3.985  -0.637
Br -0.504 -6.191 -5.204  0.869
C -1.561 -4.633 -3.082  -0.060
C -1.442 -3.708 -2.054  -0.098
N -0.315 -2.974 -1.802  -0.023
H 5.376 -1.123 -1.119  0.121
H 3.225 -0.302 -0.198  0.113
H 3.092 -4.117 -3.281  0.118
H 1.445 -4.073 -4.520  0.122
H -2.466 -5.233 -3.214  0.118
H -2.273 -3.527 -1.390  0.106

Properties
LUMO	-5.96	eV
spin multiplicity	1
net charge	+2
gap between HOMO and LUMO	7.28	eV
HOMO level	-13.2	eV

***

Density functional theory data (ωB97M-V/def2-TZVPD) for C2HF6NO5S2Sm as an isolated structure in a non-equilibrium geometry.

Last column: Mulliken spin population.
Geometry (Å):
Sm -1.562 -2.244 0.204  5.157
N 0.561 1.251 0.298  0.003
S 0.131 0.643 1.686  -0.006
O -0.246 1.674 2.632  0.000
O -0.801 -0.523 1.588  -0.003
C 1.689 -0.137 2.361  0.000
F 2.589 0.803 2.565  0.000
F 2.152 -1.017 1.494  0.000
F 1.401 -0.738 3.499  0.000
S 0.350 0.547 -1.137  0.002
O 1.485 0.858 -2.011  0.002
C -1.065 1.573 -1.806  0.001
F -2.151 1.362 -1.083  0.000
F -0.752 2.853 -1.774  0.000
F -1.289 1.205 -3.056  0.000
O -0.940 -3.422 -1.611  -0.124
H -1.346 -3.395 -2.481  0.003
O -0.207 -1.293 -1.367  -0.034

Properties
LUMO (spin up / spin down)	-7.13 / -5.86	eV
<S²>	8.810
spin multiplicity	6
net charge	+1
gap between HOMO and LUMO (spin up / spin down)	6.95 / 8.51	eV
HOMO level (spin up / spin down)	-14.1 / -14.4	eV

***

Density functional theory data (ωB97M-V/def2-TZVPD) for a 2-piece molecular cluster, C2H6S overall in a non-equilibrium geometry.

Last column: Löwdin charge in e.
Geometry (Å):
C 0.556 -2.233 1.947  -0.084
C 1.391 -1.138 1.802  -0.067
H -0.481 -2.110 2.219  0.026
H 0.728 -3.056 1.208  0.053
H 0.848 -0.233 2.076  0.036
H 2.460 -1.232 1.856  0.037
S -1.301 3.129 -3.892  0.459
H -2.360 2.507 -3.395  -0.243
H -1.843 4.367 -3.821  -0.216

Properties
LUMO	0.99	eV
spin multiplicity	1
net charge	0
gap between HOMO and LUMO	10.61	eV
SMILES	C=C.S
HOMO level	-9.6	eV

***

Density functional theory data (ωB97M-V/def2-TZVPD) for a 2-piece molecular cluster, C6H12 overall.

Last column: Löwdin charge in e.
Geometry (Å):
C -0.035 -1.930 0.761  -0.076
C 0.040 -0.478 0.401  -0.337
C -0.954 0.413 0.401  -0.088
C -0.505 1.779 -0.066  -0.189
C 1.033 1.669 -0.004  -0.186
C 1.332 0.157 -0.073  -0.158
H 0.599 -2.148 1.629  0.079
H 0.328 -2.557 -0.065  0.075
H -1.058 -2.238 0.995  0.073
H -1.982 0.181 0.669  0.107
H -0.890 2.596 0.553  0.101
H -0.855 1.974 -1.089  0.106
H 1.382 2.061 0.959  0.108
H 1.533 2.240 -0.792  0.102
H 1.553 -0.171 -1.100  0.116
H 2.196 -0.133 0.539  0.111
H -1.743 -1.429 -1.642  0.016
H -1.974 -1.986 -2.076  0.040

Properties
LUMO	1.24	eV
spin multiplicity	1
net charge	0
gap between HOMO and LUMO	10.04	eV
SMILES	CC1=CCCC1.[H][H]
HOMO level	-8.8	eV

***

Density functional theory data (ωB97M-V/def2-TZVPD) for CHBr2O2S as an isolated structure in a non-equilibrium geometry.

Last column: Löwdin charge in e.
Geometry (Å):
C 0.038 0.096 0.743  -0.737
O 2.488 0.281 1.827  -0.590
O -0.494 -0.089 1.796  -0.039
S 1.885 0.263 0.514  0.253
Br 2.378 -1.969 -0.288  -0.057
Br 0.766 2.486 0.355  0.105
H -0.471 0.095 -0.237  0.064

Properties
LUMO	3.35	eV
spin multiplicity	1
net charge	-1
gap between HOMO and LUMO	8.13	eV
HOMO level	-4.8	eV

***

Density functional theory data (ωB97M-V/def2-TZVPD) for the molecule C8H16N2O in a non-equilibrium geometry.

Last column: Löwdin charge in e.
Geometry (Å):
O 1.601 -0.179 -2.727  -0.036
N 2.007 0.153 -1.630  -0.055
N 1.260 -0.177 -0.604  -0.197
C 1.917 0.206 0.593  -0.197
C 1.002 0.251 1.857  -0.170
C -0.149 1.342 1.704  -0.202
C -0.811 1.474 0.291  -0.207
C -1.770 0.251 0.092  -0.192
C -1.705 -0.319 -1.372  -0.212
C -0.793 -1.479 -1.543  -0.168
C 0.448 -1.427 -0.561  -0.126
H 2.797 -0.437 0.856  0.127
H 2.442 1.181 0.461  0.133
H 0.614 -0.734 2.223  0.104
H 1.650 0.530 2.767  0.125
H -1.015 1.364 2.477  0.131
H 0.344 2.346 1.696  0.102
H -1.363 2.401 0.168  0.105
H 0.069 1.258 -0.408  0.103
H -1.415 -0.545 0.757  0.078
H -2.910 0.385 0.430  0.147
H -2.648 -0.689 -1.696  0.084
H -1.531 0.594 -2.011  0.130
H -1.123 -2.357 -1.029  0.101
H -0.185 -1.651 -2.498  0.124
H 1.116 -2.330 -0.662  0.154
H 0.151 -1.415 0.369  0.013

Properties
LUMO	0.72	eV
spin multiplicity	1
net charge	0
gap between HOMO and LUMO	9.68	eV
SMILES	O=NN1CCCCCCCC1
HOMO level	-9.0	eV

***

It is found that the calculated total energy values, taken in the order of the records, are -7440.77067; -2560.93396; -477.90614; -235.76494; -5735.47340; -499.00806 Ha.